This record from OMol25 describes one molecule with the formula C2H6N2O in a non-equilibrium geometry. The level of theory is ωB97M-V/def2-TZVPD.

Properties
energy relative to the best compared isomer or geometry (same formula, charge and spin)	357.5	kJ/mol
SMILES	NC/C=N\O
LUMO level	0.588	eV
HOMO	-9.92	eV

Last columns: bonded neighbours and bond lengths (Å).
Geometry (Å):
1 N -1.453 -0.575 -0.344  C2 1.424, H6 1.009, H7 1.062
2 C -0.622 0.260 0.455  N1 1.424, C3 1.557, H8 1.114, H9 1.179
3 C 0.625 0.946 -0.176  C2 1.557, N4 1.338, H10 1.053
4 N 1.873 0.480 -0.301  C3 1.338, O5 1.426
5 O 2.105 -0.890 0.023  N4 1.426, H11 0.961
6 H -1.837 -0.147 -1.174  N1 1.009
7 H -0.867 -1.310 -0.838  N1 1.062
8 H -1.361 0.954 0.917  C2 1.114
9 H -0.430 -0.461 1.367  C2 1.179
10 H 0.638 1.973 -0.408  C3 1.053
11 H 1.331 -1.230 0.480  O5 0.961